Density functional theory data (ωB97M-V/def2-TZVPD) for a molecular structure, C3H5NO2.

Geometry as XYZ:
```
11
Properties=species:S:1:pos:R:3:forces:R:3:lowdin_charge:R:1
O -1.4328 -0.0077 0.2103 -0.748 -0.246 -0.352 0.0206
O -0.2765 1.5484 1.7301 0.558 -0.777 0.206 0.0005
N 0.2004 -0.8763 -1.0328 0.213 0.662 1.052 0.0911
C 0.0143 0.8477 0.7767 0.762 0.655 -0.440 -0.5031
C -1.0795 -0.6147 -0.8179 -0.096 0.153 0.369 -0.3304
C 0.9670 -0.3451 0.5876 -0.397 -0.876 -1.276 0.1194
H -1.8827 -0.8804 -1.5177 0.476 -0.260 -0.246 0.1473
H 0.3593 -1.3537 -1.9383 0.838 0.467 1.167 0.1246
H 1.9731 0.1251 0.6704 -0.449 -0.724 -1.175 0.1228
H 0.9368 -1.3467 0.9644 -0.247 -0.191 0.860 0.0850
H 0.3153 1.2555 -0.2161 -0.910 1.137 -0.166 0.1223
```
Positions in Å, forces in eV/Å.

Output
Relative energy (zero: lowest compared OMol25 entry of this formula, charge and spin): 394.1 kJ/mol
HOMO-LUMO gap: 9.1329 eV
Electronic energy: -8773.610 eV
Lowest unoccupied orbital energy: 0.0101 hartree

=====

Density functional theory data (ωB97M-V/def2-TZVPD) for C6H9NO2 in the gas phase.

Geometry as XYZ:
```
18
Properties=species:S:1:pos:R:3:forces:R:3:lowdin_charge:R:1
O 2.3406 0.7438 -0.8287 -1.009 -0.847 -0.328 0.0160
O 0.9813 -2.0933 -0.8348 -0.073 0.593 -0.847 0.0216
N 0.1273 2.7054 0.4501 -0.684 -0.513 -0.931 0.1525
C -0.2525 0.5359 1.5743 0.604 -1.636 -1.057 -0.0917
C 0.4375 -0.6078 0.8976 -0.868 -2.770 -1.244 -0.0344
C 1.1245 0.8096 -0.7677 0.909 3.880 2.702 -0.2752
C 0.3071 1.4576 0.5454 0.635 2.723 -1.390 -0.3245
C 0.1177 -1.1227 -0.3619 -0.285 -1.185 3.722 -0.4156
C -1.3042 -1.2470 -0.8399 0.140 0.731 -0.551 -0.0107
H -1.3623 -0.9936 -1.8990 -0.197 -0.100 -0.130 0.0852
H 0.5091 1.2637 -1.5648 -0.250 -1.150 -0.771 0.1322
H -1.6658 -2.2668 -0.6981 0.244 -0.015 -0.034 0.0946
H 1.3925 -0.8998 1.3131 0.253 0.116 -0.293 0.1434
H -0.6636 3.0498 0.9991 0.588 0.089 0.660 0.0631
H 0.1534 0.7226 2.5681 -0.240 0.041 -0.096 0.1271
H -1.9873 -0.5870 -0.3075 0.092 0.111 0.010 0.0768
H -1.3376 0.4485 1.5439 -0.016 0.275 0.166 0.1177
H 1.0823 -1.9189 -1.7891 0.157 -0.345 0.412 0.1218
```
Positions in Å, forces in eV/Å.

Output
Relative energy (zero: lowest compared OMol25 entry of this formula, charge and spin): 422.8 kJ/mol
HOMO-LUMO gap: 8.8973 eV
Electronic energy: -11948.936 eV
Lowest unoccupied orbital energy: 0.0061 hartree

=====

Density functional theory data (ωB97M-V/def2-TZVPD) for 2 unconnected molecules or ions with the total composition ClH2O2PS.

Geometry as XYZ:
```
7
Properties=species:S:1:pos:R:3:forces:R:3:lowdin_charge:R:1
Cl -2.6131 -3.4806 -0.6191 -2.759 0.678 -1.611 0.3377
S 0.3805 0.0727 0.5750 1.851 -0.527 -0.409 0.2968
P 2.1808 -0.5838 0.2983 0.516 -1.079 0.454 0.2261
O 3.3125 -0.9949 1.1837 -1.663 0.964 -0.736 -0.3645
O 2.6061 -1.0156 -1.2021 -2.336 1.245 0.686 -0.2034
H 3.4965 -1.3088 -1.1532 1.626 -0.613 0.001 0.0458
H -1.6004 -3.7274 -0.0292 2.764 -0.667 1.615 -0.3385
```
Positions in Å, forces in eV/Å.

Output
Relative energy (zero: lowest compared OMol25 entry of this formula, charge and spin): 137.2 kJ/mol
HOMO-LUMO gap: 9.8910 eV
Electronic energy: -36775.103 eV
Lowest unoccupied orbital energy: -0.0244 hartree

=====

Density functional theory data (ωB97M-V/def2-TZVPD) for 8 unconnected molecules or ions with the total composition C30H52N2O22S3.

Geometry as XYZ:
```
109
Properties=species:S:1:pos:R:3:forces:R:3:lowdin_charge:R:1
S -3.0478 -4.1010 -0.6248 1.110 1.046 -1.686 0.6306
S -0.6807 -1.1574 5.0380 -2.482 -0.591 -2.965 0.6869
S -3.4682 3.2899 2.0859 0.950 0.950 -0.785 0.7234
O -2.4773 -5.3144 0.2637 0.083 0.354 -2.516 -0.2823
O 7.4149 -4.2570 -0.0526 4.159 -2.546 0.468 0.0439
O -1.8494 5.9747 -0.3148 0.266 -0.294 -1.295 0.0617
O 5.9873 -3.1418 -4.3135 0.304 0.645 -0.268 -0.1348
O 1.8736 -1.3185 0.7522 -1.121 3.699 1.556 -0.0031
O -2.0506 5.9584 -2.5220 0.483 -0.295 2.411 0.0540
O -4.3044 -3.6048 -0.1038 0.915 -0.662 0.047 -0.2954
O -2.9528 -4.4779 -2.0240 -0.413 -0.148 1.614 -0.2975
O -3.2184 3.0294 0.6376 -0.481 0.975 4.073 -0.2993
O -0.8578 -2.5785 4.6404 0.101 3.408 1.333 -0.3103
O 0.0761 -0.7331 6.1529 0.516 -0.254 1.427 -0.2875
O -1.6027 2.3059 -4.1009 -1.625 0.179 -1.651 -0.0520
O -3.4065 2.2039 3.0603 -0.276 1.224 -1.300 -0.3129
O -3.6617 1.7916 -5.1253 3.589 2.969 -0.262 0.0782
O -2.3674 4.4730 2.6314 -1.048 -1.731 -2.337 -0.2736
O -2.3652 3.7232 -5.6029 -1.120 -1.636 -0.043 -0.0210
O 5.7541 -5.6009 0.1080 0.280 -0.503 -0.257 0.0039
O 1.0031 0.6870 0.7797 0.601 -0.330 -0.046 -0.0159
O 5.4239 -3.3453 -0.2093 1.150 -2.169 1.047 0.0614
O 0.5384 -0.7420 -0.9882 0.491 0.621 1.861 0.1050
O -2.2359 -0.4712 5.1456 0.485 -1.695 -0.222 -0.2814
O 5.2856 -4.6203 -2.8718 -0.188 -2.079 1.266 -0.0921
N 5.0613 -3.6626 -3.6188 -2.101 2.825 -0.897 -0.4458
N -1.4678 5.6884 -1.4442 -0.598 0.326 -2.031 -0.3130
C 1.1577 -1.9198 -3.8357 -0.754 -0.243 0.066 -0.1658
C -2.6504 2.5330 -5.0221 -1.155 -2.229 2.172 -0.4658
C -2.1313 -6.4797 2.2842 -0.796 0.498 1.057 -0.0516
C 4.3699 -5.9592 -0.0426 -0.591 1.041 -0.137 -0.0427
C 2.5751 -3.8134 -3.3546 -0.663 1.281 -0.016 -0.0343
C -0.1749 5.0087 -1.6246 2.307 -0.030 1.179 -0.1236
C -0.9136 5.2541 4.3878 1.290 -1.847 1.273 -0.0628
C 2.4199 4.0304 -1.9994 0.546 -0.015 0.471 -0.0714
C 8.0034 -3.1500 -0.6294 -0.665 3.131 0.754 -0.0448
C 0.3340 4.6116 -2.8614 -1.605 0.131 -1.131 -0.0028
C -3.8990 1.0535 6.2329 0.075 -1.232 -1.452 -0.0592
C 1.0788 -0.5009 0.0836 -0.696 0.616 -1.950 -0.5201
C -0.0981 -0.1986 3.5960 0.174 -1.522 1.096 -0.0865
C 1.6044 4.0862 -3.0797 -1.261 1.029 0.318 -0.0613
C -2.8588 -5.3070 1.6189 0.006 -1.147 -0.650 -0.2777
C 1.9671 4.4227 -0.7309 0.287 0.347 0.403 -0.0804
C 3.7526 -3.0025 -3.6218 0.718 -2.110 0.147 -0.1466
C -5.0405 4.2839 2.3206 1.411 -1.354 -0.657 -0.0761
C 2.2671 -2.5310 0.2851 0.211 -2.660 -0.776 -0.0584
C 0.2363 1.8169 0.3624 -1.468 0.440 -0.221 -0.0402
C -2.3025 4.8079 3.9914 -0.613 1.425 0.275 -0.3212
C -1.6688 -2.9220 -0.3639 -1.289 -0.444 -1.096 -0.0932
C 3.5830 -1.6699 -4.0440 -1.902 0.903 -0.459 -0.0283
C 0.7013 4.9656 -0.5006 -0.555 -0.352 -1.920 -0.0158
C 1.2922 -3.2734 -3.4953 2.105 0.054 -0.127 -0.1254
C -3.3863 4.2819 -6.4647 0.262 0.275 -0.207 -0.0353
C -2.4454 0.7834 5.7978 0.640 0.889 1.283 -0.2934
C -1.5194 1.0423 -3.4127 0.134 -0.497 0.459 -0.0484
C 2.2510 -1.1170 -4.1247 1.053 -1.877 0.293 -0.1033
C 6.1691 -4.3320 -0.0219 -6.218 2.166 -1.854 -0.6343
H -1.2748 -3.1466 0.6273 0.304 0.634 -0.282 0.0652
H 3.8050 -5.4866 -0.8462 0.723 1.101 -0.080 0.0693
H -1.8498 0.7435 6.7098 0.387 0.444 -0.139 0.1074
H 1.9752 -0.1410 -4.4958 0.709 0.380 0.085 0.0789
H -0.9979 0.1787 3.1101 0.464 0.157 -0.165 0.0684
H 3.4272 3.7608 -2.2806 0.366 -0.266 1.024 0.1134
H 4.3988 -1.0480 -4.3817 0.288 -0.319 0.177 0.0849
H 7.5192 -2.8706 -1.5651 0.603 -0.639 -0.532 0.1079
H 0.3215 5.3987 0.4130 0.349 -0.302 0.313 0.1133
H -2.6769 -4.2846 1.9500 0.026 -0.324 1.045 0.1136
H 1.5220 -2.9941 -0.3618 0.075 0.207 -0.359 0.0885
H 9.0878 -3.1134 -0.5251 -0.163 -0.917 -0.579 0.0983
H 3.2395 -2.4674 -0.2033 -0.072 -0.196 0.007 0.0929
H -4.3948 4.2585 -6.0517 0.310 0.245 0.609 0.0944
H -2.6028 -6.4266 3.2655 0.520 -0.365 0.545 0.0746
H -2.6852 4.0203 4.6405 0.598 -0.539 -0.168 0.1039
H 0.5897 2.8184 0.6076 1.451 -0.744 0.481 0.0587
H -0.9766 4.9952 5.4448 0.671 0.274 0.386 0.0753
H 0.0125 1.9398 -0.6973 0.166 -0.877 -0.181 0.0900
H -0.2841 4.7389 -3.7378 -0.331 -0.014 0.079 0.1059
H -2.9724 5.2759 -6.6339 -0.585 0.086 0.047 0.0936
H 1.9901 3.8888 -4.0690 -0.323 -0.173 -0.063 0.1183
H 2.4917 -4.8419 -3.0359 1.247 -0.195 -0.133 0.0868
H -2.1690 1.5895 5.1180 0.508 -0.021 0.100 0.0860
H -0.3307 6.1734 4.3316 -1.522 0.893 -0.558 0.0798
H -4.2612 0.0676 6.5243 -0.563 0.194 0.164 0.0798
H -1.0343 -3.0644 -1.2386 0.613 -0.782 0.538 0.0517
H 0.5114 -4.0155 -3.4176 -0.603 0.462 0.190 0.0889
H 2.2983 -3.1501 1.1817 0.490 -0.219 -0.105 0.1002
H -0.7059 1.8741 0.9075 -0.366 -0.786 -0.126 0.0734
H 7.6860 -2.3179 -0.0010 0.066 0.486 0.149 0.0872
H -4.1081 1.7946 7.0044 0.769 -0.134 0.174 0.0755
H 4.2264 -6.9789 -0.4003 0.858 -0.387 0.962 0.0912
H 2.6551 4.3261 0.0960 0.066 0.144 0.126 0.1078
H -2.3782 -7.4749 1.9146 -0.380 0.316 -0.551 0.0780
H -1.9138 1.0342 -2.3966 -0.635 0.723 -0.067 0.0858
H 0.1649 -1.4952 -3.8524 -0.144 0.119 -0.223 0.0673
H -5.7793 3.5530 1.9920 -0.308 0.311 0.234 0.0658
H -4.4117 1.4053 5.3377 -0.411 -0.288 0.044 0.0534
H -0.1453 4.5909 3.9902 -0.281 -0.683 -0.082 0.0769
H -0.4695 0.8305 -3.2102 0.151 0.079 -0.647 0.0723
H -4.9889 5.1439 1.6530 0.076 -0.154 0.078 0.0730
H 0.4550 -0.9612 3.0478 -0.192 0.262 -0.513 0.0541
H 0.6420 0.4935 3.9977 -0.474 0.358 -0.229 0.0755
H -1.9966 0.2044 -3.9209 0.102 0.309 -0.389 0.0945
H 3.8961 -5.6844 0.8998 -0.319 -0.607 -0.011 0.0877
H -2.0033 -1.9188 -0.6279 -0.377 0.158 1.033 0.0685
H -1.0451 -6.4791 2.3754 -0.098 0.686 -0.078 0.0796
H -3.9236 -5.5275 1.5429 -0.142 0.232 0.975 0.1178
H -3.5187 3.8089 -7.4377 0.665 -0.506 0.071 0.0900
H -2.9925 5.6196 4.2217 -0.279 0.387 -0.345 0.1138
H -5.1016 4.5571 3.3741 -0.070 -0.165 -0.165 0.0606
```
Positions in Å, forces in eV/Å.

Output
Net charge: -1
⟨S²⟩: 0.768
HOMO-LUMO gap (alpha / beta): 2.2992 / 5.7025 eV
Electronic energy: -112473.157 eV
Lowest unoccupied orbital energy (alpha / beta): 0.0286 / 0.0286 hartree
2S+1: 2

=====

What did the second record say?
Density functional theory data (ωB97M-V/def2-TZVPD) for C6H9NO2 in the gas phase.

Geometry as XYZ:
```
18
Properties=species:S:1:pos:R:3:forces:R:3:lowdin_charge:R:1
O 2.3406 0.7438 -0.8287 -1.009 -0.847 -0.328 0.0160
O 0.9813 -2.0933 -0.8348 -0.073 0.593 -0.847 0.0216
N 0.1273 2.7054 0.4501 -0.684 -0.513 -0.931 0.1525
C -0.2525 0.5359 1.5743 0.604 -1.636 -1.057 -0.0917
C 0.4375 -0.6078 0.8976 -0.868 -2.770 -1.244 -0.0344
C 1.1245 0.8096 -0.7677 0.909 3.880 2.702 -0.2752
C 0.3071 1.4576 0.5454 0.635 2.723 -1.390 -0.3245
C 0.1177 -1.1227 -0.3619 -0.285 -1.185 3.722 -0.4156
C -1.3042 -1.2470 -0.8399 0.140 0.731 -0.551 -0.0107
H -1.3623 -0.9936 -1.8990 -0.197 -0.100 -0.130 0.0852
H 0.5091 1.2637 -1.5648 -0.250 -1.150 -0.771 0.1322
H -1.6658 -2.2668 -0.6981 0.244 -0.015 -0.034 0.0946
H 1.3925 -0.8998 1.3131 0.253 0.116 -0.293 0.1434
H -0.6636 3.0498 0.9991 0.588 0.089 0.660 0.0631
H 0.1534 0.7226 2.5681 -0.240 0.041 -0.096 0.1271
H -1.9873 -0.5870 -0.3075 0.092 0.111 0.010 0.0768
H -1.3376 0.4485 1.5439 -0.016 0.275 0.166 0.1177
H 1.0823 -1.9189 -1.7891 0.157 -0.345 0.412 0.1218
```
Positions in Å, forces in eV/Å.

Output
Relative energy (zero: lowest compared OMol25 entry of this formula, charge and spin): 422.8 kJ/mol
HOMO-LUMO gap: 8.8973 eV
Electronic energy: -11948.936 eV
Lowest unoccupied orbital energy: 0.0061 hartree

=====

Question: The lowest electronic energy belongs to which entry?
Answer: C30H52N2O22S3

=====

What did the third record say?
Density functional theory data (ωB97M-V/def2-TZVPD) for 2 unconnected molecules or ions with the total composition ClH2O2PS.

Geometry as XYZ:
```
7
Properties=species:S:1:pos:R:3:forces:R:3:lowdin_charge:R:1
Cl -2.6131 -3.4806 -0.6191 -2.759 0.678 -1.611 0.3377
S 0.3805 0.0727 0.5750 1.851 -0.527 -0.409 0.2968
P 2.1808 -0.5838 0.2983 0.516 -1.079 0.454 0.2261
O 3.3125 -0.9949 1.1837 -1.663 0.964 -0.736 -0.3645
O 2.6061 -1.0156 -1.2021 -2.336 1.245 0.686 -0.2034
H 3.4965 -1.3088 -1.1532 1.626 -0.613 0.001 0.0458
H -1.6004 -3.7274 -0.0292 2.764 -0.667 1.615 -0.3385
```
Positions in Å, forces in eV/Å.

Output
Relative energy (zero: lowest compared OMol25 entry of this formula, charge and spin): 137.2 kJ/mol
HOMO-LUMO gap: 9.8910 eV
Electronic energy: -36775.103 eV
Lowest unoccupied orbital energy: -0.0244 hartree

=====

Copy entry 1 word for word.
Density functional theory data (ωB97M-V/def2-TZVPD) for a molecular structure, C3H5NO2.

Geometry as XYZ:
```
11
Properties=species:S:1:pos:R:3:forces:R:3:lowdin_charge:R:1
O -1.4328 -0.0077 0.2103 -0.748 -0.246 -0.352 0.0206
O -0.2765 1.5484 1.7301 0.558 -0.777 0.206 0.0005
N 0.2004 -0.8763 -1.0328 0.213 0.662 1.052 0.0911
C 0.0143 0.8477 0.7767 0.762 0.655 -0.440 -0.5031
C -1.0795 -0.6147 -0.8179 -0.096 0.153 0.369 -0.3304
C 0.9670 -0.3451 0.5876 -0.397 -0.876 -1.276 0.1194
H -1.8827 -0.8804 -1.5177 0.476 -0.260 -0.246 0.1473
H 0.3593 -1.3537 -1.9383 0.838 0.467 1.167 0.1246
H 1.9731 0.1251 0.6704 -0.449 -0.724 -1.175 0.1228
H 0.9368 -1.3467 0.9644 -0.247 -0.191 0.860 0.0850
H 0.3153 1.2555 -0.2161 -0.910 1.137 -0.166 0.1223
```
Positions in Å, forces in eV/Å.

Output
Relative energy (zero: lowest compared OMol25 entry of this formula, charge and spin): 394.1 kJ/mol
HOMO-LUMO gap: 9.1329 eV
Electronic energy: -8773.610 eV
Lowest unoccupied orbital energy: 0.0101 hartree